[1]
Molecular formula: C10H18Cl2ErN2S
Method: DFT, ωB97M-V/def2-TZVPD

Summary:
Spin multiplicity = 4
E_LUMO (spin up / spin down) = 2.60 / 2.60 eV
Charge = -1
ΔE to the lowest compared entry with this formula, charge and spin = 3.2938 eV
Expectation value of S² = 3.7720
Orbital gap (spin up / spin down) = 4.37 / 4.61 eV
DFT total energy = -77142.2598 eV

Last column: Mulliken charge in e.
Element x y z (Å)
Er 1.705800 0.216043 -0.357915  -0.16
Cl 2.399835 -2.225332 0.008619  -0.63
Cl 1.825260 2.319344 1.088931  -0.62
C 3.648875 0.497770 -0.825166  -0.70
H 3.599631 1.495435 -1.316692  0.20
H 3.600405 -0.074727 -1.798232  0.16
C -0.405092 1.466824 -1.698514  -0.54
C 0.439259 0.545222 -2.081665  0.62
H -0.176752 2.273109 -0.993647  0.26
C 0.177975 -0.935667 -2.370171  -0.86
H 1.683871 0.755043 -2.233077  0.29
C -0.992570 -0.881947 -3.370286  -0.84
H 1.106748 -1.328260 -2.797452  0.44
H -0.075597 -1.634890 -1.558548  0.46
C -2.132133 -0.065632 -2.790847  -0.57
H -0.565451 -0.414600 -4.258923  0.33
H -1.323712 -1.866507 -3.695854  0.35
C -1.806768 1.361564 -2.197045  -0.59
H -2.916351 0.062045 -3.532473  0.35
H -2.545756 -0.646524 -1.964706  0.23
H -2.065029 2.114557 -2.962894  0.42
H -2.507229 1.578669 -1.389940  0.28
S -1.125918 -0.180034 0.735391  -0.37
C -0.561131 -0.082644 2.332183  0.08
N 0.568971 -0.670560 2.776212  0.04
C 1.003527 -0.152929 4.058760  -0.46
C -0.114014 0.831939 4.448515  -0.41
N -1.090057 0.636748 3.360169  -0.19
H 1.171514 -1.197608 2.154442  0.14
H 1.960085 0.372484 3.956915  0.24
H 1.101718 -0.934332 4.823379  0.29
H 0.223193 1.882832 4.453178  0.26
H -0.524421 0.610569 5.447886  0.26
H -1.860886 1.285697 3.231068  0.24

Force components x, y, z for each atom (eV/Å):
0.0 -1.5 5.3
-0.5 -0.7 0.5
-0.5 0.4 0.6
1.0 1.1 -3.1
0.8 0.7 0.5
0.9 -0.8 0.3
-1.5 1.1 -0.5
3.2 -1.1 -1.6
0.4 0.4 -0.9
-0.7 0.5 -1.8
-1.8 0.4 -0.2
0.9 0.1 -0.4
-0.3 -0.2 -0.2
0.1 0.9 0.4
-0.4 0.6 0.7
-0.2 0.2 -0.2
-0.2 -0.2 0.2
-1.0 -1.1 0.0
-0.2 -0.1 -0.1
-0.2 -0.1 0.0
0.7 0.0 0.2
-0.2 -0.2 0.1
-0.5 -0.2 1.4
0.1 0.0 -0.3
-0.4 0.2 -0.1
0.4 0.2 0.4
-0.3 0.4 -0.1
-0.1 0.1 0.3
0.0 -0.1 -0.1
-0.1 -0.2 0.0
0.0 0.0 -0.3
0.0 -0.4 -0.1
-0.1 0.0 -0.5
0.5 -0.4 -0.3


[2]
Molecular formula: C10H18Cl2HfO
Method: DFT, ωB97M-V/def2-TZVPD

Summary:
E_LUMO = -1.04 eV
Charge = 0
ΔE to the lowest compared entry with this formula, charge and spin = 0.0000 eV
Orbital gap = 5.97 eV
DFT total energy = -39062.9523 eV

Last column: Mulliken charge in e.
Element x y z (Å)
Hf -0.780563 -0.430288 0.764079  1.35
Cl -2.607705 0.966038 0.557747  -0.48
Cl -1.046683 -2.063425 2.430470  -0.55
C -1.579258 -1.872892 -0.578580  -1.46
H -1.336204 -2.912014 -0.344542  0.32
H -2.600450 -1.775931 -0.957283  0.34
C 0.604214 -0.593431 -0.998363  -0.82
C -0.521450 -1.319900 -1.624238  1.00
H 1.251390 -1.276179 -0.420081  0.33
C -1.210946 -0.538995 -2.777590  -0.75
H -0.119431 -2.244314 -2.092330  0.29
C -0.164522 -0.096445 -3.800244  -0.76
H -1.949703 -1.189308 -3.266086  0.37
H -1.773522 0.313772 -2.371503  0.22
C 0.911396 0.806709 -3.204645  -0.61
H 0.304309 -0.996949 -4.221858  0.32
H -0.650892 0.413146 -4.640420  0.35
C 1.476339 0.340502 -1.844770  -0.60
H 1.713345 0.901938 -3.949106  0.27
H 0.519803 1.823761 -3.068311  0.31
H 2.453542 -0.146980 -2.020119  0.34
H 1.699854 1.236730 -1.244855  0.16
C -0.665838 0.775543 4.344025  -1.15
C 0.464504 0.943087 3.393417  0.96
C 1.774043 1.425586 3.893962  -1.18
O 0.354936 0.669949 2.153845  -0.62
H -0.371695 1.199863 5.313933  0.39
H -0.894698 -0.294043 4.491499  0.31
H -1.573113 1.301819 4.003907  0.31
H 2.546585 0.657635 3.746067  0.32
H 2.093046 2.334897 3.368187  0.33
H 1.679368 1.640120 4.963785  0.36

Force components x, y, z for each atom (eV/Å):
-0.5 -0.2 -2.5
-0.6 1.0 0.1
0.4 -0.8 1.4
-0.1 -0.4 -0.7
-0.2 0.0 -0.1
0.2 -0.2 0.0
0.3 1.8 1.7
-1.3 -2.1 -2.0
0.1 -0.4 -0.2
0.5 -0.2 0.4
-0.2 0.3 -0.1
-0.2 -0.1 0.0
0.2 0.1 0.2
0.2 0.0 -0.1
-0.1 0.3 0.1
0.0 0.1 0.1
0.1 0.0 0.1
0.7 -0.1 0.1
0.0 0.0 0.3
-0.2 -0.2 -0.1
-0.3 0.1 0.0
0.1 -0.2 -0.3
-0.1 0.4 0.6
-0.1 -0.6 -2.5
0.2 0.2 0.6
1.0 1.4 3.9
-0.2 -0.2 -0.3
0.0 0.3 -0.4
0.3 -0.4 -0.2
-0.2 0.2 -0.1
-0.1 -0.3 0.0
0.3 0.0 -0.3


[3]
Molecular formula: C10H18Cl2N2O2PSTl
Method: DFT, ωB97M-V/def2-TZVPD

Summary:
E_LUMO (spin up / spin down) = -10.75 / -10.76 eV
Charge = +2
Orbital gap (spin up / spin down) = 4.03 / 4.14 eV
DFT total energy = -67577.5765 eV

Last column: Mulliken charge in e.
Element x y z (Å)
C 0.447100 -2.909300 -1.040200  -1.22
C -0.567100 -1.941700 -0.437800  0.60
H -0.091000 -3.737600 -1.509200  0.40
H 1.079100 -3.292600 -0.232400  0.32
H 1.124100 -2.417900 -1.739700  0.27
O -1.696000 -2.343800 -0.201300  -0.29
Cl 2.338800 -0.573200 -0.073000  -0.38
Tl 0.000000 0.000000 0.000000  1.41
P 0.105800 0.757500 -2.246400  0.65
C -1.516100 1.334800 -2.851600  -1.38
C 1.209300 2.187500 -2.461400  -1.37
H 1.648600 -0.799300 -3.293200  0.37
H 0.636400 0.019700 -4.508800  0.49
H -0.038700 -1.304000 -3.517500  0.37
C 0.639700 -0.446300 -3.518100  -1.30
H 2.098700 2.055100 -1.842500  0.41
H 1.486800 2.292400 -3.515400  0.45
H -1.443800 1.651600 -3.896700  0.44
H -1.827300 2.172900 -2.222100  0.41
H 0.672000 3.073100 -2.112900  0.45
H -2.251200 0.529600 -2.767300  0.42
C -1.783600 0.484600 0.141500  0.23
O -2.892600 0.784500 0.253000  -0.21
Cl 0.620800 2.422400 0.514000  -0.31
C 0.647000 -1.384700 5.353900  -0.79
N 0.199600 -0.097100 4.824700  0.20
C 0.029300 1.038300 5.527400  -0.05
C -0.446500 2.007300 4.663600  -0.50
N -0.573600 1.469600 3.433300  0.19
C -0.160100 0.193500 3.554400  0.12
S -0.144800 -0.917500 2.361200  -0.42
H -0.142600 -2.148900 5.190200  0.34
H 1.574900 -1.703900 4.835000  0.34
H 0.846500 -1.314900 6.443600  0.32
H 0.223700 1.152200 6.586100  0.42
H -0.696000 3.028400 4.920600  0.44
H -0.936400 1.949500 2.587200  0.14

Force components x, y, z for each atom (eV/Å):
0.7 0.2 -0.2
-4.8 -7.9 -1.0
-0.2 0.3 0.2
-0.1 0.2 0.1
-0.1 0.0 0.2
4.0 3.1 -0.3
1.4 -0.2 0.0
10.7 1.3 1.7
0.6 1.3 -5.1
0.0 -0.3 0.8
0.0 0.0 0.5
0.0 0.1 0.0
-0.1 0.1 0.2
0.0 0.1 -0.1
0.0 -0.4 0.6
0.0 0.0 -0.2
-0.2 -0.2 0.1
0.1 0.0 0.2
-0.1 0.0 -0.2
0.2 -0.1 -0.1
0.0 0.1 -0.1
-15.5 4.6 2.1
4.3 -1.2 -0.6
-0.6 -0.5 0.4
0.3 -1.1 0.0
0.0 0.6 -0.8
-0.6 2.0 0.3
0.2 0.8 2.0
-0.1 -0.3 0.6
0.1 0.7 0.1
-0.7 -3.3 -1.1
0.5 0.5 0.1
-0.6 0.2 0.3
-0.2 0.2 -0.8
0.0 -0.2 -0.2
0.1 -0.2 -0.2
0.7 -0.6 0.9


[4]
Molecular formula: C10H18FO3P
Method: DFT, ωB97M-V/def2-TZVPD

Summary:
Spin multiplicity = 3
E_LUMO (spin up / spin down) = 0.66 / -2.79 eV
Charge = 0
ΔE to the lowest compared entry with this formula, charge and spin = 0.0000 eV
Expectation value of S² = 2.0054
Orbital gap (spin up / spin down) = 6.63 / 7.03 eV
DFT total energy = -28804.1658 eV

Last column: Mulliken charge in e.
Element x y z (Å)
C 1.547442 2.079727 -1.067480  -0.64
C 1.478843 0.775414 -0.829379  0.60
C 2.084746 3.093454 -0.171323  -1.17
C 0.359524 -0.587195 -4.561905  -0.60
C -0.966103 -2.533875 3.416462  -0.77
C -2.097259 1.634244 -0.309713  -0.94
C 0.652907 -0.633567 -3.248734  -0.22
C 0.347065 -2.748623 2.625761  -0.36
C -1.895916 1.092369 1.122650  -0.23
C 1.322751 -0.432829 -0.398222  -0.02
O -1.278327 -1.740000 0.189205  -0.71
O 0.679532 -1.630698 1.844914  -0.26
O -0.568263 0.526749 1.277743  -0.36
F 2.199059 -1.432536 -0.615821  -0.36
P -0.117775 -0.931495 0.650585  0.82
H 2.686199 2.573311 0.691007  0.28
H 1.227116 3.526619 0.301321  0.28
H 2.735741 3.612155 -0.764049  0.45
H 1.073995 -0.270052 -5.211422  0.34
H -0.687719 -0.988305 -4.908549  0.20
H 1.352022 2.592800 -2.014177  0.50
H -0.775709 -1.870524 4.256757  0.25
H -1.584473 -2.000896 2.640529  0.18
H -1.511313 -3.448385 3.825164  0.33
H -2.240119 0.790914 -1.066786  0.24
H -3.125277 2.137948 -0.466131  0.36
H -1.399299 2.369229 -0.536830  0.23
H 0.042563 -0.875432 -2.455289  0.23
H 1.575114 -0.253832 -2.813365  0.09
H 0.325146 -3.704407 2.077711  0.30
H 1.133921 -2.881804 3.323204  0.33
H -2.632256 0.278496 1.292613  0.28
H -1.943878 1.881024 1.903546  0.34

Force components x, y, z for each atom (eV/Å):
-0.2 6.1 -2.5
-0.3 -6.4 1.0
-0.2 -3.6 4.0
-3.6 -2.0 3.1
-0.7 0.1 -1.0
-3.6 -1.6 -0.1
1.1 1.1 -2.3
-1.4 -1.5 0.9
-0.4 -0.5 -0.6
-1.0 1.2 1.4
1.2 0.8 -0.4
0.4 0.7 -0.6
0.7 -1.1 -0.8
0.0 -0.9 -0.9
-0.7 0.4 1.8
-1.0 1.0 -1.5
-0.1 1.5 0.5
1.4 2.4 -1.0
1.6 0.8 -2.1
2.3 1.0 0.4
0.3 -1.2 -0.5
-0.1 0.2 0.0
-0.1 -0.7 1.2
1.0 1.0 -0.9
1.1 1.0 1.0
1.4 -0.5 0.9
1.6 1.0 -0.8
-1.9 -1.0 1.0
0.4 -0.1 -0.9
-0.2 0.6 -0.4
1.0 0.1 0.6
0.3 0.7 0.2
-0.1 -0.6 -0.6


- Among the records above, which one has the lowest DFT total energy?
  C10H18Cl2ErN2S


What did the first record say?
Molecular formula: C10H18Cl2ErN2S
Method: DFT, ωB97M-V/def2-TZVPD

Summary:
Spin multiplicity = 4
E_LUMO (spin up / spin down) = 2.60 / 2.60 eV
Charge = -1
ΔE to the lowest compared entry with this formula, charge and spin = 3.2938 eV
Expectation value of S² = 3.7720
Orbital gap (spin up / spin down) = 4.37 / 4.61 eV
DFT total energy = -77142.2598 eV

Last column: Mulliken charge in e.
Element x y z (Å)
Er 1.705800 0.216043 -0.357915  -0.16
Cl 2.399835 -2.225332 0.008619  -0.63
Cl 1.825260 2.319344 1.088931  -0.62
C 3.648875 0.497770 -0.825166  -0.70
H 3.599631 1.495435 -1.316692  0.20
H 3.600405 -0.074727 -1.798232  0.16
C -0.405092 1.466824 -1.698514  -0.54
C 0.439259 0.545222 -2.081665  0.62
H -0.176752 2.273109 -0.993647  0.26
C 0.177975 -0.935667 -2.370171  -0.86
H 1.683871 0.755043 -2.233077  0.29
C -0.992570 -0.881947 -3.370286  -0.84
H 1.106748 -1.328260 -2.797452  0.44
H -0.075597 -1.634890 -1.558548  0.46
C -2.132133 -0.065632 -2.790847  -0.57
H -0.565451 -0.414600 -4.258923  0.33
H -1.323712 -1.866507 -3.695854  0.35
C -1.806768 1.361564 -2.197045  -0.59
H -2.916351 0.062045 -3.532473  0.35
H -2.545756 -0.646524 -1.964706  0.23
H -2.065029 2.114557 -2.962894  0.42
H -2.507229 1.578669 -1.389940  0.28
S -1.125918 -0.180034 0.735391  -0.37
C -0.561131 -0.082644 2.332183  0.08
N 0.568971 -0.670560 2.776212  0.04
C 1.003527 -0.152929 4.058760  -0.46
C -0.114014 0.831939 4.448515  -0.41
N -1.090057 0.636748 3.360169  -0.19
H 1.171514 -1.197608 2.154442  0.14
H 1.960085 0.372484 3.956915  0.24
H 1.101718 -0.934332 4.823379  0.29
H 0.223193 1.882832 4.453178  0.26
H -0.524421 0.610569 5.447886  0.26
H -1.860886 1.285697 3.231068  0.24

Force components x, y, z for each atom (eV/Å):
0.0 -1.5 5.3
-0.5 -0.7 0.5
-0.5 0.4 0.6
1.0 1.1 -3.1
0.8 0.7 0.5
0.9 -0.8 0.3
-1.5 1.1 -0.5
3.2 -1.1 -1.6
0.4 0.4 -0.9
-0.7 0.5 -1.8
-1.8 0.4 -0.2
0.9 0.1 -0.4
-0.3 -0.2 -0.2
0.1 0.9 0.4
-0.4 0.6 0.7
-0.2 0.2 -0.2
-0.2 -0.2 0.2
-1.0 -1.1 0.0
-0.2 -0.1 -0.1
-0.2 -0.1 0.0
0.7 0.0 0.2
-0.2 -0.2 0.1
-0.5 -0.2 1.4
0.1 0.0 -0.3
-0.4 0.2 -0.1
0.4 0.2 0.4
-0.3 0.4 -0.1
-0.1 0.1 0.3
0.0 -0.1 -0.1
-0.1 -0.2 0.0
0.0 0.0 -0.3
0.0 -0.4 -0.1
-0.1 0.0 -0.5
0.5 -0.4 -0.3


- DFT total energy of number 4 (C10H18FO3P)?
  -28804.1658 eV


- Look up the DFT total energy of the fourth one.
  -28804.1658 eV